Record 1
This record from OMol25 describes a structure of composition C21H42F4N2PtSbSi3. The level of theory is ωB97M-V/def2-TZVPD.

Element x y z (Å)
Pt (0.057, -1.105, -0.892)
C (-1.928, -2.174, -3.401)
C (-0.482, -2.624, -3.443)
N (0.094, -2.815, -2.074)
C (-0.587, -3.962, -1.390)
C (-1.464, -3.513, -0.232)
C (1.566, -3.045, -2.174)
C (2.250, -1.746, -2.626)
N (1.311, -0.675, -2.316)
C (1.523, 0.642, -2.651)
C (0.429, 1.427, -3.040)
F (-0.799, 0.871, -3.063)
C (0.580, 2.732, -3.467)
F (-0.514, 3.419, -3.821)
C (1.824, 3.326, -3.545)
C (2.915, 2.560, -3.178)
F (4.142, 3.084, -3.223)
C (2.773, 1.256, -2.729)
F (3.870, 0.580, -2.344)
H (-2.272, -1.991, -4.418)
H (-2.031, -1.244, -2.840)
H (-2.586, -2.925, -2.963)
H (0.130, -1.890, -3.958)
H (-0.381, -3.582, -3.965)
H (0.180, -4.656, -1.048)
H (-1.187, -4.492, -2.129)
H (-0.880, -3.045, 0.567)
H (-1.961, -4.383, 0.195)
H (-2.239, -2.813, -0.553)
H (1.779, -3.895, -2.829)
H (1.899, -3.301, -1.168)
H (2.422, -1.741, -3.708)
H (3.227, -1.669, -2.141)
H (1.939, 4.344, -3.883)
C (1.863, -1.531, 3.396)
Si (0.083, -0.947, 3.449)
C (-0.236, 0.257, 4.848)
C (-1.116, -2.389, 3.561)
Sb (-0.317, 0.341, 1.259)
Si (-2.673, 1.355, 1.174)
C (-2.965, 2.410, 2.696)
C (-3.857, -0.108, 1.100)
C (-2.759, 2.353, -0.409)
Si (1.458, 2.223, 1.295)
C (0.893, 3.549, 0.104)
C (3.049, 1.391, 0.757)
C (1.607, 2.920, 3.031)
H (2.077, -2.160, 4.262)
H (2.562, -0.694, 3.417)
H (2.067, -2.116, 2.499)
H (-0.066, -0.251, 5.800)
H (-1.267, 0.611, 4.846)
H (0.418, 1.125, 4.813)
H (-1.090, -2.780, 4.581)
H (-0.848, -3.207, 2.893)
H (-2.145, -2.097, 3.352)
H (-3.091, 1.802, 3.591)
H (-3.873, 3.000, 2.568)
H (-2.143, 3.104, 2.873)
H (-3.566, -0.927, 1.758)
H (-3.917, -0.498, 0.082)
H (-4.860, 0.206, 1.391)
H (-2.173, 3.269, -0.351)
H (-3.794, 2.638, -0.603)
H (-2.399, 1.780, -1.264)
H (0.902, 3.194, -0.923)
H (1.574, 4.401, 0.173)
H (-0.108, 3.911, 0.334)
H (2.904, 0.808, -0.150)
H (3.435, 0.722, 1.527)
H (3.815, 2.144, 0.556)
H (0.641, 3.193, 3.456)
H (2.218, 3.824, 2.998)
H (2.096, 2.221, 3.710)

Cartesian forces (eV/Å) of the 3 atoms listed first:
Pt -0.4563 -0.6396 0.5619
C -0.0013 0.0274 -0.0731
C -0.1005 -0.0753 0.1221

The calculation puts the energy above the lowest of the compared OMol25 structures with the same formula, charge and spin at 35.24 kJ/mol. The calculation puts the HOMO-LUMO gap at 0.248 Eh. Its total energy is -69722.022 eV. Its HOMO energy is -10.63 eV. As for the net charge: +1. Its largest force on an atom is 0.0188 hartree/bohr.


Record 2
This record from OMol25 describes a structure of composition C32H33Cl2NO2PPdS2. The level of theory is ωB97M-V/def2-TZVPD.

Element x y z (Å)
Pd (0.013, -0.824, 0.560)
Cl (-0.286, -3.328, -1.124)
C (0.524, -4.429, -0.044)
C (0.150, -5.757, -0.142)
C (0.738, -6.711, 0.674)
C (1.700, -6.307, 1.584)
C (2.051, -4.972, 1.666)
Cl (3.267, -4.570, 2.858)
C (1.495, -3.951, 0.868)
S (2.011, -2.298, 1.018)
H (-0.602, -6.030, -0.868)
H (0.454, -7.753, 0.597)
H (2.184, -7.015, 2.242)
C (2.833, 0.808, 4.135)
C (1.685, 0.797, 3.131)
C (0.357, 1.126, 3.794)
C (1.993, 1.729, 1.956)
C (1.950, 3.231, 2.278)
O (0.694, 3.674, 1.725)
C (0.334, 2.679, 0.850)
N (0.994, 1.604, 0.892)
C (-0.784, 2.984, -0.062)
C (-1.428, 4.207, 0.110)
C (-2.483, 4.583, -0.705)
C (-2.893, 3.725, -1.711)
C (-2.249, 2.509, -1.895)
C (-1.187, 2.103, -1.088)
P (-0.413, 0.439, -1.353)
C (-1.275, -0.154, -2.855)
C (-0.836, 0.033, -4.164)
C (-1.570, -0.469, -5.229)
C (-2.752, -1.159, -4.998)
C (-3.186, -1.366, -3.697)
C (-2.448, -0.879, -2.628)
C (1.193, 0.979, -2.079)
C (2.230, 0.048, -2.057)
C (3.462, 0.356, -2.616)
C (3.681, 1.602, -3.186)
C (2.659, 2.541, -3.198)
C (1.421, 2.226, -2.652)
H (2.658, 0.072, 4.921)
H (2.947, 1.784, 4.617)
H (3.777, 0.551, 3.652)
H (1.614, -0.212, 2.708)
H (0.373, 2.099, 4.294)
H (0.111, 0.374, 4.547)
H (-0.441, 1.132, 3.052)
H (2.960, 1.434, 1.541)
H (2.752, 3.790, 1.791)
H (1.945, 3.459, 3.343)
H (-1.091, 4.865, 0.898)
H (-2.970, 5.538, -0.556)
H (-3.710, 4.000, -2.368)
H (-2.584, 1.858, -2.691)
H (0.087, 0.567, -4.354)
H (-1.215, -0.322, -6.242)
H (-3.324, -1.548, -5.832)
H (-4.093, -1.927, -3.507)
H (-2.757, -1.086, -1.607)
H (2.075, -0.904, -1.556)
H (4.257, -0.379, -2.583)
H (4.647, 1.844, -3.613)
H (2.822, 3.520, -3.632)
H (0.630, 2.967, -2.673)
C (-2.966, 0.378, 2.085)
S (-2.114, -1.095, 1.499)
C (-2.366, -2.120, 2.956)
O (-3.090, -1.660, 0.511)
H (-4.011, 0.115, 2.253)
H (-2.887, 1.115, 1.287)
H (-2.508, 0.766, 2.993)
H (-1.970, -1.615, 3.837)
H (-1.809, -3.038, 2.783)
H (-3.432, -2.328, 3.059)

Cartesian forces (eV/Å) of the 3 atoms listed first:
Pd -0.7951 0.0804 0.0345
Cl 0.1146 -0.2502 -0.1190
C -0.0395 0.1589 -0.0189

The calculation puts the energy above the lowest of the compared OMol25 structures with the same formula, charge and spin at 85.65 kJ/mol. The calculation puts the HOMO-LUMO gap at 0.206 Eh. Its total energy is -98791.311 eV. Its HOMO energy is -3.05 eV. As for the net charge: -1. Its largest force on an atom is 0.0174 hartree/bohr.